Entry 1:
DFT (ωB97M-V/def2-TZVPD) results for 2 unconnected molecules or ions with the total composition C5H7NO.

Element x y z (Å)
C -1.8525 -0.9501 0.5923
C -0.4431 0.5447 -0.5260
C -0.2183 1.9499 -0.5969
N -0.0479 3.0997 -0.6008
C 0.5396 -0.3500 -0.0213
O 0.1117 -1.4475 0.4000
C 2.0117 -0.0532 -0.0007
H -1.6617 -0.6231 1.6066
H -2.6032 -0.3690 0.0719
H -1.9598 -2.0211 0.4573
H -1.0134 0.1172 -1.3465
H 2.5379 -0.7125 0.6915
H 2.1710 0.9931 0.2791
H 2.4280 -0.1780 -1.0064

Cartesian forces (eV/Å) of the 2 atoms listed first:
-0.3 0.0 0.1
0.1 -0.1 0.0

As for the total energy: -8831.8354 eV. As for the lowest unoccupied orbital energy (spin up / spin down): -0.820 / -0.821 eV. Its relative energy (zero: lowest compared OMol25 entry of this formula, charge and spin) is 421.4 kJ/mol. The HOMO energy (spin up / spin down) is -8.6 / -8.6 eV. The calculation puts the frontier orbital gap (spin up / spin down) at 7.8 / 7.8 eV.

---

Entry 2:
DFT (ωB97M-V/def2-TZVPD) results for 15 unconnected molecules or ions with the total composition H30O15.

Element x y z (Å)
H -0.5065 0.5115 -0.2005
H 0.3905 -0.2164 0.8233
H 0.1233 1.2565 2.1875
H 0.4752 0.9602 3.6024
H -0.6818 1.0045 -4.1080
H 0.8846 0.7935 -3.9709
H 1.1704 2.5209 -2.9636
H 0.8089 3.5491 -1.9087
H -2.9875 -2.0204 1.6384
H -1.7056 -1.4409 1.5676
H 0.7728 -2.7871 -1.6530
H 1.7526 -1.7994 -1.7077
H -1.4921 3.1095 1.9832
H -1.8342 3.0086 0.5988
H -0.0706 -4.6750 1.4626
H 1.5541 -4.6849 1.7684
H 2.4323 3.0248 1.7553
H 2.4402 3.4111 3.2267
H 4.2327 1.0551 2.4595
H 3.0464 0.4947 3.0908
H -2.3272 0.9410 2.3734
H -3.4530 1.9356 1.7958
H 3.8607 -1.9789 -1.3165
H 3.3784 -2.5363 0.0215
H -1.5951 -3.2540 -2.0748
H -1.3271 -2.0939 -1.2893
H -2.4901 -0.6118 -4.7461
H -1.0922 -0.9472 -4.1301
H -2.8512 0.6417 0.3975
H -3.6628 2.0506 0.1441
O -0.0938 0.5483 0.6691
O 0.1772 0.4590 2.8409
O 0.0809 0.4031 -4.3112
O 0.9410 2.6710 -2.0355
O -2.1514 -2.2976 1.2699
O 1.5760 -2.6561 -2.0610
O -1.4590 3.5846 1.1627
O 0.7980 -4.6838 1.0894
O 2.3577 2.5950 2.6205
O 3.9383 0.5890 3.2855
O -3.2450 1.0196 2.1464
O 3.1133 -2.0487 -0.7540
O -0.9317 -2.6158 -2.0203
O -1.5502 -0.3952 -4.8135
O -2.7977 1.6049 0.0836

Cartesian forces (eV/Å) of the 2 atoms listed first:
0.4 0.1 -0.2
1.5 -2.2 0.3

As for the total energy: -31193.3832 eV. As for the lowest unoccupied orbital energy: -0.232 eV. Its relative energy (zero: lowest compared OMol25 entry of this formula, charge and spin) is 799.1 kJ/mol. The HOMO energy is -8.7 eV. The calculation puts the frontier orbital gap at 8.4 eV.

---

Entry 3:
DFT (ωB97M-V/def2-TZVPD) results for a molecular structure, C9H7F3N3ORuS.

Element x y z (Å)
Ru 0.0566 -0.5605 0.2178
N -1.4629 2.5551 2.8352
C -1.0620 1.8091 1.8226
S -0.0559 0.4007 2.2458
N -1.4318 2.1550 0.6079
N -1.0163 1.4057 -0.3805
C -1.4885 1.6899 -1.5714
C -1.1573 1.0024 -2.7537
C -1.7027 1.4693 -3.9720
C -1.4040 0.8726 -5.1605
C -0.5305 -0.2435 -5.1941
C 0.0161 -0.7423 -4.0486
C -0.2836 -0.1651 -2.7914
O 0.2206 -0.6896 -1.7343
H -1.1991 2.3319 3.7801
H -2.0661 3.3468 2.6645
H -2.1891 2.5194 -1.6531
H -2.3632 2.3269 -3.9454
H -1.8293 1.2534 -6.0781
H -0.2991 -0.7113 -6.1418
H 0.6780 -1.5976 -4.0487
F -1.5245 -2.6479 -0.6116
C -1.6429 -1.6415 0.2653
F -1.9195 -2.1650 1.4606
F -2.7077 -0.9018 -0.1102

Cartesian forces (eV/Å) of the 2 atoms listed first:
0.1 0.3 -0.7
-0.1 0.1 -0.1

The net charge is +1. As for the total energy: -37525.0136 eV. As for the expectation value of S²: 6.062. As for the lowest unoccupied orbital energy (spin up / spin down): -4.237 / -6.817 eV. Its spin multiplicity is 5. The HOMO energy (spin up / spin down) is -12.3 / -12.5 eV. The calculation puts the frontier orbital gap (spin up / spin down) at 8.1 / 5.7 eV.

---

Entry 4:
DFT (ωB97M-V/def2-TZVPD) results for 10 unconnected molecules or ions with the total composition C48H85IN4O20P3S.

Element x y z (Å)
C -4.8421 6.5751 0.4746
C -5.4993 6.1908 -0.9814
C -4.5243 5.1942 -1.8857
C -3.8172 6.0016 -3.1272
C -2.2053 6.3436 -2.8646
C -1.3230 5.0006 -2.4989
C 0.2277 5.0618 -3.0714
C 1.0194 3.6032 -2.9375
N 0.8840 3.0628 -1.5354
C 1.3991 1.6558 -1.3774
N 2.8672 1.3398 -1.2362
I 3.4374 0.7888 0.6507
N 0.4272 0.6478 -1.4495
P -1.3395 1.0208 -1.6775
N -2.2818 0.1817 -0.6127
P 0.7953 -1.1108 -1.3566
O -0.6142 -2.0011 -1.9734
O 1.0220 -1.7017 0.2776
S 2.2617 -1.6517 -2.5793
P 1.4227 4.1911 -0.2758
C 3.3552 4.4479 -0.3327
C 1.0868 3.4732 1.5066
C 0.0654 4.5467 2.2641
H -4.2728 7.6092 0.3717
H -5.7105 6.6399 1.2884
H -4.1437 5.6946 0.8277
H -5.7752 7.1217 -1.6481
H -6.5286 5.6168 -0.7939
H -5.2093 4.3137 -2.3039
H -3.7570 4.7041 -1.1340
H -4.3803 7.0277 -3.3296
H -3.8402 5.3152 -4.0900
H -2.1036 7.1471 -2.0050
H -1.8192 6.7767 -3.9053
H -1.8292 4.0617 -3.0163
H -1.2406 4.8225 -1.3262
H 0.8378 5.9226 -2.5134
H 0.2758 5.3468 -4.2249
H 2.1396 3.7939 -3.2298
H 0.4877 2.8316 -3.6568
H 3.4919 2.0292 -1.7026
H -1.6615 2.4067 -1.4679
H -1.6400 0.6540 -3.0660
H -2.8839 -0.4235 -1.2402
H -0.3895 -2.1534 -2.9519
H 0.1019 -1.8872 0.6307
H 3.9202 3.8096 0.4690
H 3.7075 4.2866 -1.4364
H 3.5561 5.5775 -0.0607
H 0.6541 2.3874 1.4402
H 2.1278 3.4104 2.0646
H 0.0425 4.4218 3.4332
H -1.0290 4.3606 1.8803
H 0.3471 5.6779 2.0424
O 4.5967 -0.6721 2.9931
C 4.6060 -1.8795 2.8191
O 5.7070 -2.6715 2.9766
C 5.3841 -4.0053 2.5861
C 3.8850 -4.1007 2.6982
C 3.4388 -2.7005 2.3611
H 5.7352 -4.1639 1.5611
H 5.8887 -4.7156 3.2475
H 3.4525 -4.8661 2.0484
H 3.6045 -4.3366 3.7320
H 3.3062 -2.5638 1.2843
H 2.5291 -2.4283 2.9013
O 4.9342 -6.2593 -0.1805
C 4.7125 -7.1878 0.5791
O 5.4518 -7.4645 1.6930
C 4.9798 -8.6767 2.2792
C 3.5684 -8.8375 1.7781
C 3.6309 -8.2111 0.4081
H 5.6308 -9.4966 1.9582
H 5.0193 -8.5988 3.3696
H 3.2307 -9.8773 1.7689
H 2.8818 -8.2644 2.4130
H 3.9379 -8.9315 -0.3552
H 2.6824 -7.7410 0.1382
O 1.3131 -10.1599 0.7037
C 0.8463 -11.1649 1.2137
O 1.5701 -12.0678 1.9384
C 0.7316 -13.1682 2.2873
C -0.6758 -12.6374 2.2054
C -0.5792 -11.6142 1.1022
H 0.9107 -13.9826 1.5776
H 0.9788 -13.5151 3.2949
H -1.4192 -13.4163 2.0160
H -0.9397 -12.1392 3.1462
H -0.7368 -12.0619 0.1170
H -1.2686 -10.7826 1.2649
O -8.3895 7.4909 -0.9035
C -8.2523 8.6396 -1.2906
O -7.2452 9.0604 -2.1109
C -7.3302 10.4759 -2.2685
C -8.7584 10.8273 -1.9433
C -9.1241 9.7963 -0.9057
H -6.6194 10.9472 -1.5816
H -7.0663 10.7492 -3.2943
H -8.8804 11.8575 -1.5985
H -9.3856 10.6915 -2.8328
H -8.8593 10.1231 0.1037
H -10.1818 9.5286 -0.9615
O -6.8807 10.7697 5.6162
C -6.9365 9.6436 5.1505
O -7.5232 9.3320 3.9576
C -7.5017 7.9163 3.7808
C -6.3902 7.4214 4.6689
C -6.4202 8.4025 5.8134
H -8.4772 7.5130 4.0720
H -7.3196 7.6789 2.7286
H -6.5188 6.3815 4.9805
H -5.4313 7.5008 4.1423
H -7.1220 8.0959 6.5940
H -5.4232 8.5636 6.2299
O 4.3080 -13.6150 -2.4568
C 4.4452 -12.4663 -2.8439
O 5.4523 -12.0455 -3.6643
C 5.3673 -10.6300 -3.8219
C 3.9391 -10.2786 -3.4967
C 3.5734 -11.3096 -2.4590
H 6.0781 -10.1587 -3.1350
H 5.6313 -10.3567 -4.8477
H 3.8171 -9.2483 -3.1519
H 3.3119 -10.4143 -4.3861
H 3.8382 -10.9828 -1.4496
H 2.5157 -11.5773 -2.5149
O -0.8387 9.4117 -1.9925
C 0.1019 9.4079 -2.7694
O 1.2787 8.7513 -2.5501
C 2.1873 9.0526 -3.6082
C 1.3232 9.4904 -4.7618
C 0.1580 10.1512 -4.0696
H 2.8646 9.8447 -3.2722
H 2.7755 8.1636 -3.8535
H 1.8436 10.1461 -5.4649
H 0.9709 8.6118 -5.3158
H 0.3505 11.2087 -3.8687
H -0.7680 10.0264 -4.6354
O -3.2388 -9.6958 0.6486
C -2.9924 -9.4347 -0.5173
O -1.7802 -9.6374 -1.1120
C -1.8185 -9.1204 -2.4413
C -3.2782 -9.0820 -2.8113
C -3.9472 -8.8083 -1.4880
H -1.3631 -8.1245 -2.4421
H -1.2459 -9.7725 -3.1073
H -3.5081 -8.3392 -3.5797
H -3.5921 -10.0641 -3.1852
H -4.0160 -7.7368 -1.2807
H -4.9318 -9.2781 -1.4315
O 7.9522 2.7281 5.5856
C 7.9615 1.5207 5.4117
O 9.0624 0.7287 5.5692
C 8.7395 -0.6051 5.1787
C 7.2404 -0.7005 5.2908
C 6.7942 0.6998 4.9537
H 9.0906 -0.7636 4.1536
H 9.2441 -1.3154 5.8401
H 6.8079 -1.4659 4.6410
H 6.9599 -0.9363 6.3246
H 6.6617 0.8365 3.8769
H 5.8845 0.9720 5.4939

Cartesian forces (eV/Å) of the 2 atoms listed first:
-0.7 0.0 -0.3
-0.5 -0.9 -0.2

The net charge is +1. As for the total energy: -144856.0630 eV. As for the lowest unoccupied orbital energy: -4.691 eV. The HOMO energy is -11.2 eV. The calculation puts the frontier orbital gap at 6.5 eV.